Record 1
DFT (the ωB97M-V functional and the def2-TZVPD basis) results for a structure of composition C22H48CaClN2O6S.

Net charge: +1
Strongest force on any atom: 0.103 Eh/bohr
Highest occupied orbital energy: -7.84 eV
E_LUMO: -7.0 eV

Last column: Löwdin charge in e.
Geometry (Å):
C 13.402 -3.184 -0.601  -0.155
C 12.545 -1.887 -0.346  -0.562
S 10.754 -2.278 -0.280  0.981
C 9.735 -0.848 -0.916  -0.612
O 8.583 -0.641 -0.090  -0.003
C 7.463 -1.173 -0.624  -0.601
O 7.482 -2.117 -1.335  0.166
O 6.244 -0.643 -0.302  0.005
C 5.809 0.276 -1.347  -0.145
C 4.391 -0.054 -1.876  -0.157
C 3.274 0.951 -1.440  -0.202
C 2.282 0.356 -0.374  -0.217
C 0.989 -0.218 -1.006  -0.227
C 0.082 -0.973 0.011  -0.216
C -1.381 -1.137 -0.480  -0.219
C -2.225 -2.080 0.434  -0.241
C -3.764 -1.937 0.193  -0.170
C -4.345 -3.042 -0.763  -0.228
O -5.353 -2.501 -1.626  -0.213
C -4.852 -2.172 -2.919  -0.121
H 13.926 -3.511 0.322  0.069
H 12.769 -4.045 -0.902  0.058
H 14.184 -3.016 -1.363  0.074
H 12.782 -1.184 -1.155  -0.047
H 12.915 -1.461 0.610  0.080
H 10.392 0.060 -0.792  0.033
H 9.520 -0.941 -1.978  0.003
H 5.950 1.332 -1.046  0.129
H 6.509 0.107 -2.197  0.129
H 4.450 -0.019 -2.986  0.112
H 4.071 -1.091 -1.645  0.126
H 2.670 1.185 -2.345  0.102
H 3.712 1.915 -1.102  0.102
H 2.827 -0.373 0.259  0.116
H 1.981 1.218 0.262  0.106
H 0.409 0.650 -1.396  0.111
H 1.216 -0.904 -1.847  0.116
H 0.058 -0.457 0.994  0.118
H 0.479 -2.004 0.153  0.120
H -1.897 -0.150 -0.464  0.105
H -1.440 -1.551 -1.514  0.113
H -2.058 -1.795 1.493  0.096
H -1.978 -3.144 0.312  0.063
H -4.304 -2.037 1.152  0.096
H -3.999 -0.953 -0.257  0.103
H -4.873 -3.802 -0.142  0.115
H -3.548 -3.595 -1.304  0.111
H -4.816 -1.062 -3.019  0.082
H -3.831 -2.547 -3.124  0.083
H -5.546 -2.614 -3.665  0.087
C -2.867 -6.683 0.946  -0.058
C -2.555 -5.413 1.623  -0.255
N -2.314 -4.429 2.144  0.163
H -2.212 -7.470 1.317  0.081
H -3.902 -6.960 1.139  0.081
H -2.721 -6.575 -0.128  0.079
C -4.783 0.638 2.681  -0.396
O -3.528 0.388 2.364  -0.198
H -5.524 -0.172 2.498  0.081
H -4.994 0.882 3.764  0.072
H -5.270 1.499 2.165  0.022
C -6.737 6.637 1.045  -0.035
C -7.658 5.444 1.259  -0.296
C -7.098 4.380 2.209  -0.189
O -6.073 3.632 1.562  -0.206
C -4.748 4.116 1.757  -0.145
N -7.869 4.765 -0.069  0.233
H -5.876 6.394 0.421  0.086
H -7.271 7.448 0.546  0.100
H -6.372 7.021 1.999  0.069
H -8.633 5.788 1.606  0.163
H -7.895 3.667 2.438  0.147
H -6.762 4.805 3.173  0.026
H -4.644 4.668 2.676  -0.179
H -4.464 4.751 0.916  0.108
H -4.066 3.258 1.778  0.114
H -8.052 5.418 -0.834  0.182
H -8.633 4.084 -0.032  0.186
H -7.021 4.223 -0.288  0.171
Cl 11.434 -0.179 -2.540  0.182
Ca -4.539 5.064 4.240  1.034


Record 2
DFT (the ωB97M-V functional and the def2-TZVPD basis) results for a cluster of 6 separate species, C43H68FNO17 in total.

Net charge: 0
Strongest force on any atom: 0.170 Eh/bohr
Highest occupied orbital energy: -6.86 eV
E_LUMO: -1.2 eV
SMILES string: C=Cc1c(C=C)c2c(c(CC[C@@H](C)CCC=C(C)C)c1C[C@H](C)F)C(=O)N(CCC)C2=O.COC(=O)OC.COC(=O)OC.COC(=O)OC.COC(=O)OC.COC(=O)OC

Last column: Löwdin charge in e.
Geometry (Å):
C -1.392 0.425 6.438  -0.017
C -0.008 0.404 5.830  -0.146
C 0.252 -0.334 4.354  -0.044
C 0.518 -1.982 4.409  -0.042
C 0.540 -2.840 5.812  -0.135
C 1.775 -2.777 6.651  -0.005
C 0.728 -2.757 2.981  0.028
C 0.671 -1.896 1.588  0.040
C 0.463 -0.274 1.474  -0.011
C 0.471 0.458 0.006  -0.153
C 1.688 -0.037 -0.997  -0.158
C 1.057 -0.384 -2.493  -0.342
C 0.824 0.978 -3.413  -0.088
C 1.886 -1.535 -3.315  -0.198
C 3.429 -1.092 -3.715  -0.190
C 4.435 -2.056 -2.851  -0.105
C 5.842 -1.635 -2.507  -0.259
C 6.952 -1.729 -3.753  -0.104
C 6.287 -1.076 -1.016  -0.103
C 0.244 0.531 2.924  -0.033
C 0.020 2.183 2.934  -0.111
C 1.500 2.875 3.276  -0.279
C 1.387 4.128 4.333  -0.076
F 2.239 3.181 2.026  -0.111
C 0.871 -3.077 0.471  -0.184
O 0.370 -3.013 -0.765  -0.055
N 1.651 -4.168 1.195  -0.011
C 1.716 -5.532 0.497  -0.171
C 2.416 -5.489 -0.985  -0.238
C 2.886 -6.974 -1.556  -0.141
C 1.005 -4.323 2.588  -0.203
O 0.735 -5.471 3.216  -0.020
H -2.306 1.006 5.990  0.067
H -1.586 -0.231 7.400  0.073
H 0.898 0.885 6.412  0.105
H -0.446 -3.435 6.096  0.122
H 2.431 -3.744 6.819  0.070
H 2.043 -1.722 7.135  0.078
H 0.587 1.619 0.150  0.100
H -0.596 0.282 -0.486  0.131
H 2.358 -0.890 -0.557  0.112
H 2.392 0.907 -1.171  0.115
H -0.021 -0.847 -2.270  0.108
H 1.525 0.882 -4.370  0.089
H 1.041 1.941 -2.775  0.072
H -0.313 0.984 -3.766  0.091
H 1.971 -2.571 -2.777  0.084
H 1.282 -1.733 -4.320  0.122
H 3.515 0.056 -3.403  0.115
H 3.519 -1.236 -4.896  0.112
H 4.081 -3.121 -2.449  0.092
H 7.057 -0.631 -4.187  0.078
H 7.965 -2.149 -3.328  0.085
H 6.506 -2.455 -4.567  0.079
H 6.297 -1.939 -0.208  0.081
H 7.411 -0.699 -1.102  0.078
H 5.623 -0.164 -0.653  0.082
H -0.751 2.410 3.810  0.113
H -0.452 2.592 1.943  0.118
H 2.115 2.006 3.813  0.145
H 2.257 3.997 5.128  0.088
H 1.600 5.130 3.767  0.089
H 0.375 4.115 4.936  0.086
H 2.329 -6.308 1.165  0.143
H 0.591 -5.917 0.463  0.149
H 3.289 -4.706 -1.050  0.097
H 1.573 -5.119 -1.744  0.110
H 3.852 -7.395 -1.049  0.076
H 3.088 -6.839 -2.723  0.084
H 1.949 -7.691 -1.487  0.085
C -0.340 4.832 -3.403  -0.049
O -1.122 5.541 -4.362  -0.011
C -1.795 4.745 -5.231  -0.578
O -1.778 3.524 -5.246  0.090
O -2.491 5.543 -6.080  -0.007
C -3.253 4.836 -7.057  -0.045
H 0.154 5.567 -2.761  0.098
H -0.977 4.200 -2.776  0.091
H 0.432 4.234 -3.899  0.092
H -4.007 4.205 -6.576  0.096
H -2.598 4.239 -7.699  0.100
H -3.768 5.572 -7.680  0.097
C -4.027 3.200 -3.174  -0.044
O -5.397 3.504 -2.918  0.000
C -5.597 4.343 -1.871  -0.555
O -4.727 4.831 -1.167  0.100
O -6.933 4.545 -1.742  -0.006
C -7.294 5.415 -0.671  -0.047
H -3.986 2.522 -4.031  0.099
H -3.471 4.108 -3.425  0.080
H -3.577 2.694 -2.313  0.103
H -6.868 6.412 -0.823  0.090
H -6.975 4.998 0.289  0.099
H -8.384 5.505 -0.662  0.096
C -3.852 8.348 -1.848  -0.044
O -4.265 9.640 -1.407  -0.009
C -5.271 10.184 -2.137  -0.560
O -5.820 9.668 -3.099  0.107
O -5.562 11.401 -1.613  -0.012
C -6.611 12.095 -2.286  -0.054
H -3.044 8.010 -1.193  0.098
H -4.677 7.633 -1.774  0.080
H -3.468 8.394 -2.872  0.101
H -7.546 11.529 -2.229  0.098
H -6.337 12.291 -3.327  0.098
H -6.758 13.054 -1.782  0.093
C -1.898 -3.232 -2.079  -0.064
O -2.351 -4.420 -2.726  -0.001
C -3.605 -4.803 -2.377  -0.559
O -4.336 -4.227 -1.586  0.107
O -3.905 -5.936 -3.061  -0.013
C -5.205 -6.457 -2.791  -0.056
H -0.885 -3.020 -2.432  0.067
H -2.538 -2.383 -2.339  0.103
H -1.862 -3.374 -0.994  0.092
H -5.977 -5.737 -3.080  0.098
H -5.301 -6.727 -1.734  0.098
H -5.337 -7.362 -3.391  0.093
C 6.179 -7.060 9.670  -0.054
O 5.397 -6.351 8.711  -0.013
C 4.724 -7.147 7.842  -0.560
O 4.741 -8.368 7.827  0.109
O 4.028 -6.349 6.993  -0.023
C 3.265 -7.056 6.016  -0.046
H 6.673 -6.325 10.312  0.094
H 5.542 -7.692 10.297  0.099
H 6.951 -7.657 9.174  0.099
H 2.512 -7.687 6.497  0.102
H 3.920 -7.653 5.374  0.100
H 2.750 -6.320 5.393  0.082


Record 3
DFT (the ωB97M-V functional and the def2-TZVPD basis) results for a structure of composition H22O11.

Net charge: 0
Strongest force on any atom: 0.252 Eh/bohr
Highest occupied orbital energy: -7.65 eV
Energy above the lowest of the compared OMol25 structures with the same formula, charge and spin: 184.9 kcal per mole
E_LUMO: -0.2 eV

Last column: Löwdin charge in e.
Geometry (Å):
H 1.685 0.601 0.281  0.038
H 0.215 0.328 0.013  0.053
H -3.847 0.460 1.902  0.064
H -5.280 0.668 1.439  0.074
H -0.345 3.359 0.018  -0.006
H 0.736 3.605 1.058  0.039
H 0.770 -2.267 0.255  0.022
H 1.359 -1.816 1.581  0.001
H 1.724 -0.960 -2.637  0.043
H 0.819 -2.173 -2.775  0.045
H 0.715 -0.322 2.744  0.005
H 1.857 -1.191 3.244  0.024
H 5.468 0.284 -1.039  0.047
H 5.323 -1.027 -1.793  0.043
H -2.854 -1.940 -1.485  0.008
H -2.976 -3.263 -0.748  0.035
H -3.348 -0.624 0.146  0.055
H -3.811 0.741 -0.338  0.053
H 3.929 -0.896 0.394  0.061
H 3.578 0.469 0.961  0.042
H -1.189 2.987 -2.140  0.053
H -2.543 2.628 -1.551  0.034
O 0.906 0.188 0.670  -0.070
O -4.524 0.081 1.329  -0.113
O 0.603 3.504 0.108  -0.068
O 0.529 -2.085 1.170  -0.077
O 1.054 -1.466 -2.164  -0.051
O 1.438 -0.334 3.381  -0.058
O 4.839 -0.227 -1.560  -0.096
O -3.382 -2.745 -1.451  -0.060
O -4.077 -0.185 -0.307  -0.110
O 4.207 0.027 0.380  -0.085
O -1.842 3.287 -1.497  -0.045


Record 4
DFT (the ωB97M-V functional and the def2-TZVPD basis) results for a cluster of 2 separate species, C2H6N2O2S in total.

Net charge: 0
Strongest force on any atom: 0.060 Eh/bohr
Highest occupied orbital energy: -7.04 eV
Energy above the lowest of the compared OMol25 structures with the same formula, charge and spin: 88.9 kcal per mole
E_LUMO: -0.1 eV

Last column: Löwdin charge in e.
Geometry (Å):
C 2.155 -0.493 0.286  -0.165
C -1.864 0.972 0.119  -0.274
N 2.770 -0.712 1.357  -0.003
N -1.111 1.442 -0.877  0.147
O -0.357 -1.772 -0.848  -0.710
O -2.105 -0.236 0.416  -0.345
S -1.341 -1.806 0.266  0.812
H 1.304 -1.100 -0.112  0.020
H 2.542 0.400 -0.212  0.051
H -2.275 1.723 0.813  0.153
H 2.415 -1.559 1.825  0.035
H -0.853 0.791 -1.646  0.130
H -1.278 2.349 -1.388  0.149


Record 5
DFT (the ωB97M-V functional and the def2-TZVPD basis) results for the molecule C5H8ClF.

Net charge: 0
Strongest force on any atom: 0.074 Eh/bohr
Highest occupied orbital energy: -9.12 eV
Energy above the lowest of the compared OMol25 structures with the same formula, charge and spin: 25.0 kcal per mole
E_LUMO: 0.9 eV
SMILES string: C/C(=C\Cl)[C@H](C)F

Last column: Löwdin charge in e.
Geometry (Å):
C -0.609 1.824 -0.017  -0.033
C 0.225 0.753 -0.690  -0.363
C 0.201 -0.690 -0.144  -0.369
C 0.573 -0.765 1.225  -0.112
C -0.290 -1.695 -0.874  -0.518
H -1.693 1.587 -0.249  0.107
H -0.229 2.720 -0.514  0.085
H -0.527 1.746 1.099  0.092
H 1.285 1.054 -0.503  0.148
H 1.342 -1.576 1.301  0.101
H -0.256 -1.045 1.907  0.106
H 0.997 0.170 1.626  0.086
H -0.650 -1.571 -1.854  0.057
F 0.058 0.761 -2.089  -0.031
Cl -0.426 -3.272 -0.224  0.645


Record 6
DFT (the ωB97M-V functional and the def2-TZVPD basis) results for a cluster of 2 separate species, C8H14N2O2 in total.

Net charge: 0
Strongest force on any atom: 0.084 Eh/bohr
Highest occupied orbital energy: -8.12 eV
Energy above the lowest of the compared OMol25 structures with the same formula, charge and spin: 128.8 kcal per mole
E_LUMO: 0.2 eV
SMILES string: C/C(N)=C(/C)[N+](=O)[O-].C=CC=C

Last column: Löwdin charge in e.
Geometry (Å):
C 2.100 0.931 -0.981  -0.210
C 1.548 1.645 0.202  -0.180
C 2.819 -0.228 -0.917  0.002
C 1.469 1.054 1.409  0.012
C -1.437 0.067 -0.373  -0.256
C -1.073 -1.082 0.385  -0.204
C -1.254 0.310 -1.847  -0.008
C -1.494 -1.303 1.819  -0.052
N -2.303 0.920 0.217  0.143
N -0.017 -1.895 -0.033  -0.345
O 0.509 -1.465 -1.084  -0.036
O 0.248 -2.945 0.558  0.039
H 1.838 1.527 -1.843  0.085
H 1.432 2.692 -0.121  0.100
H 3.182 -0.672 -1.914  0.085
H 3.227 -0.858 -0.162  0.052
H 1.725 0.016 1.599  0.072
H 1.005 1.636 2.102  0.014
H -0.199 0.182 -2.042  0.052
H -1.471 1.335 -1.961  0.056
H -1.886 -0.324 -2.497  0.115
H -1.267 -2.387 1.900  0.081
H -2.549 -1.088 2.030  0.067
H -1.002 -0.689 2.644  0.099
H -2.503 0.802 1.156  0.055
H -2.648 1.821 -0.245  0.158


net charge of number 1 (C22H48CaClN2O6S)?
+1


Which formula does entry 4 have?
C2H6N2O2S


Among the records above, which one has the highest E_LUMO?
C5H8ClF


Repeat the third record exactly.
DFT (the ωB97M-V functional and the def2-TZVPD basis) results for a structure of composition H22O11.

Net charge: 0
Strongest force on any atom: 0.252 Eh/bohr
Highest occupied orbital energy: -7.65 eV
Energy above the lowest of the compared OMol25 structures with the same formula, charge and spin: 184.9 kcal per mole
E_LUMO: -0.2 eV

Last column: Löwdin charge in e.
Geometry (Å):
H 1.685 0.601 0.281  0.038
H 0.215 0.328 0.013  0.053
H -3.847 0.460 1.902  0.064
H -5.280 0.668 1.439  0.074
H -0.345 3.359 0.018  -0.006
H 0.736 3.605 1.058  0.039
H 0.770 -2.267 0.255  0.022
H 1.359 -1.816 1.581  0.001
H 1.724 -0.960 -2.637  0.043
H 0.819 -2.173 -2.775  0.045
H 0.715 -0.322 2.744  0.005
H 1.857 -1.191 3.244  0.024
H 5.468 0.284 -1.039  0.047
H 5.323 -1.027 -1.793  0.043
H -2.854 -1.940 -1.485  0.008
H -2.976 -3.263 -0.748  0.035
H -3.348 -0.624 0.146  0.055
H -3.811 0.741 -0.338  0.053
H 3.929 -0.896 0.394  0.061
H 3.578 0.469 0.961  0.042
H -1.189 2.987 -2.140  0.053
H -2.543 2.628 -1.551  0.034
O 0.906 0.188 0.670  -0.070
O -4.524 0.081 1.329  -0.113
O 0.603 3.504 0.108  -0.068
O 0.529 -2.085 1.170  -0.077
O 1.054 -1.466 -2.164  -0.051
O 1.438 -0.334 3.381  -0.058
O 4.839 -0.227 -1.560  -0.096
O -3.382 -2.745 -1.451  -0.060
O -4.077 -0.185 -0.307  -0.110
O 4.207 0.027 0.380  -0.085
O -1.842 3.287 -1.497  -0.045